No. 1
Here is the ion C30H23N2O with charge +1 in a non-equilibrium geometry from the Open Molecules 2025 dataset. Energies are from ωB97M-V with the def2-TZVPD basis set.

Atoms and positions in Å:
N: -2.762 -1.771 -0.336
N: -1.876 -1.016 -0.398
C: -0.531 -0.553 -0.487
C: -0.124 -0.309 1.229
C: -1.431 -0.330 2.042
C: -2.332 0.699 1.828
C: -3.653 0.638 2.267
C: -4.079 -0.488 3.010
C: -3.143 -1.448 3.345
C: -1.799 -1.342 2.942
C: 0.821 -1.454 1.438
C: 0.528 -2.800 1.429
C: 1.591 -3.691 1.620
C: 2.919 -3.262 1.760
C: 3.210 -1.872 1.702
C: 2.133 -0.999 1.636
C: 2.108 0.442 1.710
C: 3.181 1.331 1.813
C: 2.887 2.661 2.138
C: 1.549 3.038 2.272
C: 0.460 2.144 2.052
C: 0.764 0.878 1.615
C: 0.025 -1.562 -1.606
C: 1.189 -1.201 -2.502
C: 1.436 0.179 -3.156
C: 0.226 0.904 -3.600
C: 0.162 1.516 -4.873
C: -0.797 2.492 -5.144
C: -1.769 2.751 -4.170
C: -1.786 2.059 -2.959
C: -0.808 1.095 -2.653
C: -0.619 0.875 -1.138
O: -0.778 1.849 -0.427
H: -1.986 1.561 1.234
H: -4.329 1.414 1.943
H: -5.126 -0.653 3.232
H: -3.479 -2.373 3.876
H: -1.052 -2.088 3.225
H: -0.514 -3.171 1.304
H: 1.316 -4.756 1.670
H: 3.712 -3.975 1.896
H: 4.218 -1.454 1.703
H: 4.190 0.930 1.650
H: 3.660 3.404 2.337
H: 1.248 4.029 2.614
H: -0.560 2.496 2.250
H: -0.832 -1.896 -2.248
H: 0.265 -2.447 -0.965
H: 1.141 -1.865 -3.381
H: 2.060 -1.467 -1.896
H: 2.056 -0.042 -4.061
H: 2.034 0.858 -2.509
H: 0.893 1.188 -5.636
H: -0.813 3.013 -6.122
H: -2.511 3.530 -4.337
H: -2.493 2.310 -2.183

As for the structure (SMILES): N#[N+][C@@]1(C2(c3ccccc3)c3ccccc3-c3ccccc32)CCCc2ccccc2C1=O. As for the net charge: +1.

Here are the Löwdin charges for atoms 1 to 4, given in e: 0.444, 0.114, -0.120, -0.095

=====

No. 2
Here is a structure of composition C30H24BBrCl3GdN6O2S3 in a non-equilibrium geometry from the Open Molecules 2025 dataset. Energies are from ωB97M-V with the def2-TZVPD basis set.

Atoms and positions in Å:
Gd: -0.049 -0.349 0.231
Br: -5.742 1.581 4.531
C: -4.176 1.142 3.516
C: -2.981 0.908 4.243
C: -1.853 0.659 3.547
C: -1.822 0.529 2.073
O: -0.729 1.029 1.498
C: -3.125 0.813 1.375
C: -3.229 0.707 0.008
N: -2.207 0.360 -0.797
C: -2.398 0.038 -2.088
C: -3.629 -0.191 -2.739
C: -3.687 -0.558 -4.068
C: -2.547 -0.733 -4.828
C: -1.292 -0.518 -4.246
C: -0.082 -0.679 -4.955
C: 1.104 -0.332 -4.358
C: 1.081 0.137 -3.047
N: -0.022 0.199 -2.313
C: -1.201 -0.106 -2.885
C: -4.263 1.120 2.164
H: -2.993 0.942 5.324
H: -0.896 0.519 4.027
H: -4.209 0.931 -0.431
H: -4.554 -0.107 -2.186
H: -4.656 -0.707 -4.530
H: -2.600 -1.035 -5.865
H: -0.115 -1.065 -5.967
H: 2.047 -0.413 -4.880
H: 1.992 0.489 -2.579
H: -5.205 1.306 1.659
Cl: 3.405 -5.696 -4.015
C: 2.326 -4.696 -3.099
C: 2.833 -3.618 -2.391
C: 1.957 -2.849 -1.660
Cl: 2.483 -1.465 -0.766
C: 0.557 -3.093 -1.574
O: -0.204 -2.388 -0.851
C: 0.117 -4.189 -2.369
Cl: -1.579 -4.500 -2.395
C: 0.968 -4.979 -3.109
H: 3.881 -3.369 -2.426
H: 0.572 -5.802 -3.683
C: -0.518 3.770 0.518
N: 0.491 3.411 1.468
C: 0.504 3.727 2.800
C: 1.641 3.206 3.316
N: 2.329 2.571 2.323
B: 3.802 2.124 2.449
N: 4.063 0.731 1.821
C: 5.224 0.393 1.189
C: 5.294 -0.954 1.074
N: 4.148 -1.458 1.637
C: 3.799 -2.835 1.813
C: 3.382 -0.403 2.055
S: 1.849 -0.598 2.723
C: 1.590 2.658 1.209
S: 1.933 1.996 -0.301
H: -1.430 4.036 1.050
H: -0.720 2.911 -0.132
H: -0.175 4.617 -0.088
H: -0.298 4.271 3.257
H: 2.017 3.236 4.317
H: 4.490 2.921 1.872
H: 4.067 2.047 3.619
H: 5.919 1.143 0.874
H: 6.030 -1.591 0.629
H: 3.966 -3.406 0.898
H: 2.739 -2.869 2.081
H: 4.387 -3.276 2.624
S: -1.710 -1.427 2.069

Its spin multiplicity is 8. As for the net charge: -2.

Here are the Löwdin charges for atoms 1 to 4, given in e: 1.100, 0.608, -0.698, -0.182

=====

ΔE to the lowest compared entry with this formula, charge and spin values, unit kJ/mol, following the record order: 142.3; 159.1.